No. 1
The following is a DFT calculation (ωB97M-V with the def2-TZVPD basis set) of an isolated molecule of C22H27N3OS.

Summary:
SMILES = CCCCN(C)CCCNC(=O)c1cc(-c2cccs2)nc2ccccc12
highest occupied orbital energy = -8.178 eV
E_LUMO = -0.16 eV
energy above the lowest of the compared OMol25 structures with the same formula, charge and spin = 0.00 kcal/mol
spin multiplicity = 1
HOMO-LUMO gap = 8.0 eV
max |F| = 0.9 eV Å⁻¹

Last column: natural (NBO) charge in e.
Cartesian coordinates (Å):
C  0.244569  1.172964  2.522038  -0.606
C  0.050424  -0.296325  2.878412  -0.393
C  0.298902  -1.232343  1.693411  -0.406
C  1.790719  -1.442744  1.425337  -0.223
N  2.058009  -1.893915  0.065208  -0.471
C  1.514775  -3.216156  -0.184902  -0.413
H  0.437329  -3.198035  -0.037982  0.211
H  1.709732  -3.494970  -1.219493  0.201
H  1.948831  -3.981889  0.474321  0.170
C  3.482536  -1.826671  -0.260271  -0.216
C  3.952923  -0.414977  -0.627184  -0.410
C  3.245483  0.120932  -1.871958  -0.223
N  1.836794  0.273359  -1.606334  -0.641
C  1.143583  1.391347  -1.885952  0.649
O  1.611250  2.338829  -2.492739  -0.631
C  -0.264544  1.340279  -1.368632  -0.056
C  -0.971692  0.165113  -1.410717  -0.246
C  -2.275989  0.106806  -0.864907  0.183
N  -2.866777  1.153256  -0.330651  -0.409
C  -2.212228  2.325689  -0.301040  0.145
C  -2.869470  3.433320  0.276464  -0.204
C  -2.242732  4.644616  0.353650  -0.195
C  -0.938179  4.802504  -0.139590  -0.216
C  -0.271829  3.749177  -0.703711  -0.190
C  -0.887884  2.487155  -0.805343  -0.021
H  0.724250  3.872911  -1.097772  0.245
H  -0.460244  5.768556  -0.071022  0.215
H  -2.748191  5.490922  0.795835  0.214
H  -3.870645  3.284304  0.649515  0.224
C  -3.011274  -1.138549  -0.841406  -0.235
C  -4.303809  -1.331118  -0.433423  -0.202
C  -4.715621  -2.673937  -0.515986  -0.255
C  -3.735463  -3.494483  -0.978853  -0.402
S  -2.287827  -2.642592  -1.328456  0.422
H  -3.770986  -4.553787  -1.140019  0.236
H  -5.697358  -3.017957  -0.243340  0.226
H  -4.918921  -0.519647  -0.092262  0.242
H  -0.556429  -0.722378  -1.866002  0.225
H  1.461477  -0.477490  -1.027714  0.442
H  3.391771  -0.573756  -2.708725  0.185
H  3.641451  1.097968  -2.162805  0.234
H  5.027001  -0.452767  -0.815193  0.218
H  3.784008  0.273057  0.202240  0.204
H  4.096444  -2.211271  0.571324  0.178
H  3.656503  -2.473215  -1.124025  0.197
H  2.307214  -0.491053  1.558449  0.198
H  2.201893  -2.152151  2.165162  0.171
H  -0.169620  -0.808105  0.803486  0.205
H  -0.176939  -2.193146  1.897137  0.205
H  0.716201  -0.569864  3.700546  0.193
H  -0.975878  -0.434389  3.224422  0.207
H  1.244909  1.362444  2.140223  0.195
H  0.093578  1.798050  3.398927  0.213
H  -0.472050  1.476137  1.762286  0.207

Atomic forces in eV per Å
-0.04 -0.20 0.13
-0.05 0.02 -0.19
0.16 -0.05 0.28
-0.26 0.14 -0.02
0.09 -0.21 0.06
-0.06 0.01 0.02
-0.04 -0.09 0.01
-0.01 -0.05 -0.03
0.02 -0.04 0.03
0.23 0.18 0.05
-0.20 -0.21 -0.17
0.29 0.17 -0.04
-0.06 -0.11 0.06
0.17 -0.30 -0.05
-0.05 0.29 -0.10
-0.43 -0.15 0.00
0.06 0.42 0.00
0.22 0.77 0.13
-0.24 -0.65 -0.06
0.60 0.34 -0.18
0.05 0.22 0.04
-0.24 -0.13 0.05
0.24 -0.09 -0.08
0.13 0.33 0.05
-0.36 -0.20 0.04
0.04 0.02 -0.02
0.07 0.06 -0.01
-0.07 0.04 0.04
-0.10 -0.03 0.04
-0.32 -0.87 -0.06
0.40 0.24 -0.11
0.03 -0.29 -0.04
0.28 0.06 -0.08
-0.51 0.24 0.19
-0.06 -0.22 -0.02
-0.15 -0.08 0.04
-0.08 0.18 0.06
0.14 -0.01 -0.04
-0.11 0.15 0.00
0.08 0.09 0.01
-0.03 -0.16 -0.02
0.04 0.02 0.04
0.06 0.06 0.03
-0.05 -0.08 -0.06
0.03 -0.03 0.03
0.04 -0.01 0.06
0.05 0.05 -0.04
-0.03 -0.05 -0.04
-0.04 -0.03 -0.10
-0.04 -0.05 0.10
0.04 -0.05 0.09
0.13 0.10 -0.07
0.02 0.14 0.04
-0.06 0.07 -0.09

No. 2
The following is a DFT calculation (ωB97M-V with the def2-TZVPD basis set) of an isolated molecule of C4H8N2O.

Summary:
SMILES = C[C@@]1(C(N)=O)CN1
highest occupied orbital energy = -9.481 eV
E_LUMO = 1.01 eV
energy above the lowest of the compared OMol25 structures with the same formula, charge and spin = 30.21 kcal/mol
spin multiplicity = 1
HOMO-LUMO gap = 10.5 eV
max |F| = 0.8 eV Å⁻¹

Last column: natural (NBO) charge in e.
Cartesian coordinates (Å):
C  -1.122184  -1.118404  0.507698  -0.617
C  -0.228654  -0.055445  -0.061446  -0.014
C  -0.784534  0.891891  -1.074340  -0.235
N  -0.373486  1.368981  0.243628  -0.612
C  1.228052  -0.511962  -0.155710  0.668
O  1.478341  -1.646645  -0.529652  -0.617
N  2.131820  0.402911  0.284933  -0.820
H  -2.145844  -0.775645  0.691121  0.209
H  -1.120073  -1.961895  -0.187037  0.244
H  -0.679613  -1.483940  1.440378  0.218
H  -0.220335  1.265919  -1.927404  0.206
H  -1.854992  0.804301  -1.275377  0.193
H  -1.176004  1.583225  0.825462  0.358
H  1.772315  1.128923  0.888315  0.418
H  3.095186  0.107784  0.329436  0.401

Atomic forces in eV per Å
0.21 -0.29 0.21
0.21 0.50 -0.45
-0.02 -0.02 -0.22
-0.23 0.14 0.24
-0.61 -0.40 0.25
0.26 0.60 -0.10
-0.05 -0.41 -0.16
0.20 0.03 -0.11
-0.16 0.07 0.12
-0.25 0.02 0.01
0.12 -0.17 0.27
0.25 -0.04 0.12
-0.02 -0.23 0.03
0.21 0.12 -0.36
-0.12 0.07 0.14

What is the energy above the lowest of the compared OMol25 structures with the same formula, charge and spin in the first record?
0.00 kcal/mol

Look up the HOMO-LUMO gap of the first one.
8.0 eV